Record 1
Here is C4H8N2S2 as an isolated structure at a distorted geometry from the Open Molecules 2025 dataset. Energies are from ωB97M-V with the def2-TZVPD basis set.

Structure (XYZ):
```
16
C4H8N2S2 | the Open Molecules 2025 dataset | ωB97M-V with the def2-TZVPD basis set
C 0.65121 1.45135 -0.08445
C 2.44473 -0.11004 0.18291
C 0.15450 -0.97209 -0.00483
C -3.48912 -0.58808 -0.00825
H 1.51226 2.02562 -0.13179
H 0.13310 1.45820 -1.23395
H -0.14887 1.56757 0.87579
H 2.75714 -0.38739 1.44780
H 2.88872 0.89086 -0.39166
H 2.86636 -1.19256 -0.51982
H 0.80722 -1.99329 -0.50800
H -3.37631 -1.76091 0.00648
N 0.99867 0.05402 0.11452
N -1.09725 -1.05402 0.03890
S -2.10465 0.35818 0.16104
S -4.99769 0.25257 0.05531
```

The calculation puts the orbital gap at 7.9 eV. The strongest force on any atom comes out at 6.49 eV/A. Its lowest unoccupied orbital energy is -0.0059 Ha. The relative energy (zero: lowest compared OMol25 entry of this formula, charge and spin) is 129.5 kcal/mol. The highest occupied orbital energy comes out at -8.11 eV.

=====

Record 2
Here is an isolated ion of composition C4H8N3 and charge +1 at a distorted geometry from the Open Molecules 2025 dataset. Energies are from ωB97M-V with the def2-TZVPD basis set.

Structure (XYZ):
```
15
C4H8N3 | the Open Molecules 2025 dataset | ωB97M-V with the def2-TZVPD basis set
C 0.66305 -1.61585 0.09985
C 1.71395 -0.85627 0.03238
C 0.75959 1.39531 0.08105
C -1.19115 0.04372 -0.45080
N 1.71259 0.53774 -0.26853
N -0.54407 1.08378 0.15062
N -2.40950 -0.31705 -0.01455
H 0.45236 -2.59099 0.46248
H 2.73746 -1.21367 0.11418
H 1.02492 2.40012 0.38425
H -0.85853 -0.28360 -1.42345
H 2.63858 0.93633 -0.35805
H -1.12251 1.67663 0.74364
H -2.67738 -0.14225 0.94121
H -2.89937 -1.05394 -0.49428
```

The calculation puts the orbital gap (alpha / beta) at 7.4 / 7.2 eV. The strongest force on any atom comes out at 2.99 eV/A. Its lowest unoccupied orbital energy (alpha / beta) is -0.1627 / -0.1625 Ha. The relative energy (zero: lowest compared OMol25 entry of this formula, charge and spin) is 107.5 kcal/mol. The highest occupied orbital energy (alpha / beta) comes out at -11.80 / -11.61 eV. As for the charge: +1.

=====

Record 3
Here is a 2-piece molecular cluster, C4H8N3 overall at a distorted geometry from the Open Molecules 2025 dataset. Energies are from ωB97M-V with the def2-TZVPD basis set.

Structure (XYZ):
```
15
C4H8N3 | the Open Molecules 2025 dataset | ωB97M-V with the def2-TZVPD basis set
C 0.55397 0.33955 -0.91630
C 1.41805 -0.17629 -2.02914
C -0.68617 -1.65338 -2.07226
C -0.50901 1.67932 4.07199
N -0.76630 1.04202 1.76492
N 0.14995 -0.66103 -1.55150
N -0.72052 1.26579 2.88211
H 1.55436 0.39799 -2.87531
H 2.24853 -0.79782 -1.70784
H -1.58364 -1.64480 -1.42381
H -1.01489 -1.44866 -3.10527
H -1.13586 2.06520 4.86124
H 0.51016 1.33456 4.26414
H 0.16359 0.95301 -0.21003
H -0.18222 -2.69547 -1.95296
```

The calculation puts the orbital gap at 6.9 eV. The strongest force on any atom comes out at 3.70 eV/A. Its lowest unoccupied orbital energy is -0.1794 Ha. The relative energy (zero: lowest compared OMol25 entry of this formula, charge and spin) is 161.6 kcal/mol. The highest occupied orbital energy comes out at -11.82 eV. As for the charge: +1.

=====

Record 4
Here is an isolated ion of composition C4H8N3 and charge +1 at a distorted geometry from the Open Molecules 2025 dataset. Energies are from ωB97M-V with the def2-TZVPD basis set.

Structure (XYZ):
```
15
C4H8N3 | the Open Molecules 2025 dataset | ωB97M-V with the def2-TZVPD basis set
N 1.87452 -0.52385 -2.68808
C 1.17263 -0.49279 -1.76264
N 0.51169 -0.38701 -0.73549
C -0.76274 0.40848 -0.67169
C -1.22207 0.29317 0.80591
N 0.02299 0.11512 1.53575
C 0.97048 -0.63359 0.88708
H 1.93646 -1.19199 -3.55314
H -1.42294 0.04745 -1.44290
H -0.50629 1.40905 -1.05489
H -1.70831 1.24742 1.08911
H -1.96499 -0.48053 0.89848
H 0.42620 1.01893 1.90803
H 0.99745 -1.68941 0.91190
H 1.94281 -0.19599 1.01422
```

The calculation puts the orbital gap at 10.8 eV. The strongest force on any atom comes out at 4.86 eV/A. Its lowest unoccupied orbital energy is -0.1333 Ha. The relative energy (zero: lowest compared OMol25 entry of this formula, charge and spin) is 76.8 kcal/mol. The highest occupied orbital energy comes out at -14.44 eV. As for the charge: +1.

=====

Please write out number 3 again, unchanged.
Here is a 2-piece molecular cluster, C4H8N3 overall at a distorted geometry from the Open Molecules 2025 dataset. Energies are from ωB97M-V with the def2-TZVPD basis set.

Structure (XYZ):
```
15
C4H8N3 | the Open Molecules 2025 dataset | ωB97M-V with the def2-TZVPD basis set
C 0.55397 0.33955 -0.91630
C 1.41805 -0.17629 -2.02914
C -0.68617 -1.65338 -2.07226
C -0.50901 1.67932 4.07199
N -0.76630 1.04202 1.76492
N 0.14995 -0.66103 -1.55150
N -0.72052 1.26579 2.88211
H 1.55436 0.39799 -2.87531
H 2.24853 -0.79782 -1.70784
H -1.58364 -1.64480 -1.42381
H -1.01489 -1.44866 -3.10527
H -1.13586 2.06520 4.86124
H 0.51016 1.33456 4.26414
H 0.16359 0.95301 -0.21003
H -0.18222 -2.69547 -1.95296
```

The calculation puts the orbital gap at 6.9 eV. The strongest force on any atom comes out at 3.70 eV/A. Its lowest unoccupied orbital energy is -0.1794 Ha. The relative energy (zero: lowest compared OMol25 entry of this formula, charge and spin) is 161.6 kcal/mol. The highest occupied orbital energy comes out at -11.82 eV. As for the charge: +1.

=====

Number 2 is which compound? C4H8N3